1.
DFT (the ωB97M-V functional and the def2-TZVPD basis) results for a cluster of 2 separate species, C4H7FO in total in a non-equilibrium geometry.

For the HOMO-LUMO gap, the calculation gives 11.209 eV. The LUMO energy is 1.0414 eV. Its SMILES is O=CC1CC1.F. As for the total charge: 0. The value obtained for the total energy is -9024.615 eV.

XYZ file:
```
13
Properties=species:S:1:pos:R:3:nbo_charge:R:1
C 1.509 0.282 0.280 -0.39
C 0.680 -0.586 1.112 -0.37
C 0.127 -0.119 -0.290 -0.35
C -0.886 0.857 -0.200 0.46
O -1.834 1.015 -0.907 -0.58
F -1.876 -1.234 -1.564 -0.57
H 1.807 1.246 0.696 0.22
H 2.330 -0.101 -0.227 0.22
H 0.963 -1.584 1.297 0.23
H 0.207 -0.009 1.870 0.21
H -0.044 -0.801 -1.058 0.27
H -0.800 1.497 0.723 0.09
H -2.183 -0.463 -1.731 0.56
```

2.
DFT (the ωB97M-V functional and the def2-TZVPD basis) results for an isolated molecule of C4H7FS in a non-equilibrium geometry.

For the HOMO-LUMO gap, the calculation gives 8.453 eV. The LUMO energy is -0.5375 eV. Its SMILES is CCC(=S)CF. As for the total charge: 0. The value obtained for the total energy is -17813.001 eV.

XYZ file:
```
13
Properties=species:S:1:pos:R:3:nbo_charge:R:1
C -1.519 1.128 0.171 -0.60
C -0.167 0.658 -0.353 -0.51
C 0.018 -0.772 0.039 -0.03
C 1.505 -1.184 0.141 -0.03
H -2.237 0.508 -0.256 0.22
H -1.512 1.023 1.263 0.21
H -1.669 2.233 -0.081 0.21
H 0.015 0.703 -1.421 0.25
H 0.697 1.228 0.087 0.23
H 1.813 -1.460 1.198 0.20
H 1.727 -1.910 -0.618 0.20
F 2.441 -0.158 -0.078 -0.38
S -1.112 -1.997 -0.092 0.01
```

3.
DFT (the ωB97M-V functional and the def2-TZVPD basis) results for a structure of composition C4H7FeO4 in a non-equilibrium geometry.

For the HOMO-LUMO gap (alpha / beta), the calculation gives 9.141 / 7.252 eV. Its spin multiplicity is 7. The LUMO energy (alpha / beta) is -3.6793 / -8.4661 eV. Its expectation value of S² is 12.0088. As for the total charge: +1. The value obtained for the total energy is -46827.161 eV.

XYZ file:
```
16
Properties=species:S:1:pos:R:3:nbo_charge:R:1
O -1.638 -0.689 -0.264 -0.67
C -1.355 0.697 -0.329 -0.12
C 0.139 0.898 -0.158 -0.11
O 0.559 0.080 0.933 -0.63
C 1.904 0.303 1.331 -0.27
Fe -0.483 -1.734 1.115 1.38
H -1.909 1.189 0.483 0.22
H -1.684 1.126 -1.286 0.26
H 0.367 1.952 0.056 0.23
H 0.691 0.592 -1.063 0.21
H 2.025 1.338 1.679 0.22
H 2.125 -0.389 2.150 0.22
H 2.587 0.112 0.490 0.21
O -0.606 -2.580 -1.003 -0.65
C -1.230 -1.635 -1.512 0.97
O -1.491 -1.260 -2.623 -0.49
```

4.
DFT (the ωB97M-V functional and the def2-TZVPD basis) results for an isolated molecule of C4H7IN2O2 in a non-equilibrium geometry.

For the HOMO-LUMO gap, the calculation gives 8.640 eV. The LUMO energy is -0.9094 eV. Its SMILES is C/N=C(/C)[C@H](I)[N+](=O)[O-]. As for the total charge: 0. The value obtained for the total energy is -19432.678 eV.

XYZ file:
```
16
Properties=species:S:1:pos:R:3:nbo_charge:R:1
C 0.182 0.177 0.329 0.29
C 0.575 0.263 1.839 -0.67
C -1.505 -0.238 -1.277 -0.45
C 1.400 0.349 -0.576 -0.28
N -0.996 -0.004 0.005 -0.39
N 1.670 1.765 -0.679 0.49
O 1.263 2.234 -1.724 -0.33
O 2.206 2.317 0.299 -0.37
I 3.246 -0.551 0.152 0.14
H 1.082 1.199 1.861 0.24
H 1.081 -0.684 2.072 0.23
H -0.251 0.218 2.502 0.23
H -1.770 0.820 -1.868 0.22
H -2.428 -0.843 -1.196 0.21
H -0.854 -0.788 -1.968 0.18
H 1.270 -0.165 -1.487 0.25
```

5.
DFT (the ωB97M-V functional and the def2-TZVPD basis) results for the ion C4H7INO with charge +1 in a non-equilibrium geometry.

For the HOMO-LUMO gap, the calculation gives 8.295 eV. The LUMO energy is -6.5614 eV. Its SMILES is C[N+](C)=C(I)C=O. As for the total charge: +1. The value obtained for the total energy is -15890.959 eV.

XYZ file:
```
14
Properties=species:S:1:pos:R:3:nbo_charge:R:1
C 0.015 2.862 -0.366 0.33
C -0.808 1.665 -0.014 0.09
C -1.169 -0.736 0.510 -0.45
C 1.106 0.101 0.254 -0.45
N -0.302 0.356 0.227 -0.23
O 1.205 2.909 -0.379 -0.39
I -2.858 1.960 0.036 0.42
H -0.632 3.718 -0.616 0.17
H -1.820 -0.956 -0.344 0.25
H -1.817 -0.516 1.363 0.25
H -0.575 -1.622 0.735 0.25
H 1.339 -0.728 -0.420 0.24
H 1.395 -0.206 1.264 0.25
H 1.693 0.974 -0.026 0.27
```

6.
DFT (the ωB97M-V functional and the def2-TZVPD basis) results for a cluster of 2 separate species, C4H7INO2 in total in a non-equilibrium geometry.

For the HOMO-LUMO gap (alpha / beta), the calculation gives 8.953 / 4.785 eV. The LUMO energy (alpha / beta) is -3.9719 / -6.0528 eV. As for the total charge: +1. The value obtained for the total energy is -17934.684 eV.

XYZ file:
```
15
Properties=species:S:1:pos:R:3:nbo_charge:R:1
C -0.532 0.264 1.125 0.15
C -0.400 -0.751 0.272 0.25
C 3.137 0.588 0.027 0.38
C -0.583 -0.575 -1.290 -0.67
N -1.324 1.443 0.844 -0.76
O 2.200 1.171 0.266 -0.52
O 0.127 -2.037 0.557 -0.65
I 3.698 -1.295 -0.656 0.14
H -0.133 0.429 -1.482 0.22
H -1.661 -0.728 -1.515 0.25
H -0.006 -1.380 -1.713 0.28
H -0.708 2.057 0.259 0.46
H -1.719 2.082 1.646 0.50
H -2.004 1.074 0.179 0.46
H -0.091 -2.343 1.481 0.51
```